Molecular formula: C18H58AsF6O11
Method: DFT, the ωB97M-V functional and the def2-TZVPD basis

Summary:
Energy relative to the best compared isomer or geometry (same formula, charge and spin), kcal per mole: 63.7
F_max, Eh/bohr: 0.0515
Kohn-Sham gap, eV: 10.38

```
! wB97M-V def2-TZVPD RIJCOSX def2/J DEFGRID3
* xyz -1 1
As -7.00007 15.12896 -7.51099
F -6.03299 15.21347 -5.95815
F -7.89766 13.75645 -6.79698
F -7.88635 15.00386 -9.09014
F -5.97224 16.47322 -8.13923
F -5.87623 13.90691 -8.07660
F -8.17910 16.32959 -6.92870
O -13.39065 13.31131 -9.49712
H -12.46645 13.52032 -9.36151
H -13.85255 14.12585 -9.29858
O -9.61218 9.99591 -2.62679
H -9.49003 10.25782 -3.53932
H -8.78302 9.58503 -2.38199
O -5.76495 8.84774 -6.60784
H -5.72305 9.78372 -6.80385
H -5.74458 8.80157 -5.65197
O -2.15761 13.68480 -2.48299
H -2.53868 13.73442 -1.60632
H -2.88403 13.88791 -3.07229
O -7.48852 16.39638 -14.22316
H -7.47590 15.96726 -13.36763
H -6.97021 15.82241 -14.78721
C -12.96575 15.36580 -3.26571
C -13.43068 16.83302 -3.05509
C -12.78014 17.53243 -1.85582
O -12.97612 17.49583 -4.18134
H -11.88300 15.25762 -3.20212
H -13.30093 15.03542 -4.24887
H -13.55092 14.70022 -2.63114
H -14.51345 16.89914 -2.94866
H -11.69229 17.56975 -1.91318
H -12.99142 16.97087 -0.94582
H -13.16908 18.53024 -1.65285
H -12.08086 17.21333 -4.38213
C -6.49427 14.90106 2.73389
C -5.19638 15.28269 1.99450
C -4.24465 16.22777 2.70913
O -4.47855 14.04740 1.83567
H -6.88832 15.81821 3.17169
H -6.24486 14.13430 3.46736
H -7.15120 14.54308 1.94118
H -5.39906 15.69863 1.00758
H -3.96164 15.75960 3.65190
H -4.80816 17.15472 2.81556
H -3.34348 16.45897 2.14120
H -4.35122 13.66574 2.70729
C -1.41901 24.04732 -8.70954
C -1.75299 22.68831 -8.19463
C -1.94551 22.70144 -6.64848
O -2.91108 22.27996 -8.81710
H -1.68823 24.15206 -9.76057
H -0.36114 24.30923 -8.68900
H -2.04617 24.74967 -8.16048
H -0.98388 21.98365 -8.51091
H -2.42825 21.80495 -6.25944
H -2.46564 23.62609 -6.39830
H -0.97184 22.69443 -6.15855
H -3.21478 21.49123 -8.36180
C -10.08255 7.86998 -12.70692
C -8.75069 8.28367 -11.98093
C -8.07996 9.46338 -12.62509
O -9.21826 8.65371 -10.70246
H -10.78759 8.70004 -12.75198
H -10.56945 7.05420 -12.17257
H -9.88399 7.57384 -13.73696
H -8.10732 7.40435 -12.01188
H -7.84853 9.11801 -13.63269
H -7.17350 9.75675 -12.09559
H -8.77601 10.28747 -12.78154
H -8.43353 8.75906 -10.15961
C -8.62841 23.00566 -7.82316
C -8.50319 24.48862 -8.16102
C -8.55893 25.29493 -6.85747
O -7.32911 24.75476 -8.87979
H -8.69413 22.43029 -8.74660
H -9.53436 22.70192 -7.29865
H -7.83559 22.72885 -7.12825
H -9.33834 24.86438 -8.75215
H -7.88680 25.06495 -6.03076
H -9.51174 25.15242 -6.34761
H -8.55028 26.37481 -7.00541
H -6.63611 24.12891 -8.65691
C 0.37248 16.34382 -10.59172
C -0.63918 16.31647 -11.75544
C 0.03817 16.40248 -13.08228
O -1.35925 15.09574 -11.73394
H -0.11373 16.04790 -9.66214
H 0.73815 17.34906 -10.38225
H 1.13658 15.57801 -10.72512
H -1.31700 17.14309 -11.54246
H 0.76976 15.62131 -13.28877
H 0.45751 17.39711 -13.23389
H -0.69495 16.17615 -13.85649
H -1.78669 14.97383 -10.88304
*
```


Molecular formula: C18H58N2O12P2
Method: DFT, the ωB97M-V functional and the def2-TZVPD basis

Summary:
F_max, Eh/bohr: 0.0143
Kohn-Sham gap, eV: 9.46

```
! wB97M-V def2-TZVPD RIJCOSX def2/J DEFGRID3
* xyz 0 1
N 4.98629 -1.87779 -1.19908
P 4.97569 -0.78932 -2.29583
O 3.83441 -0.84909 -3.44503
P 2.29574 -0.40822 -3.25382
O 1.93164 0.71937 -4.09740
O 2.17783 -0.07751 -1.69995
O 1.53878 -1.75265 -3.51461
C 0.78664 -2.53025 -2.56513
C -0.65805 -2.06480 -2.51111
N -0.83708 -0.64973 -2.30341
H 4.40445 -2.69428 -1.33093
H 6.10816 -0.68585 -3.11439
H 4.81744 0.50521 -1.81416
H 2.49592 -0.76833 -1.09514
H 0.86470 -3.56590 -2.89739
H 1.24813 -2.46485 -1.57571
H -1.17864 -2.36603 -3.42402
H -1.12272 -2.60739 -1.68316
H -0.56230 -0.36304 -1.37343
H -0.40418 -0.09310 -3.02783
C 4.86955 4.54451 -0.96753
C 5.06756 3.88004 -2.31573
O 4.42643 2.60860 -2.39839
H 5.25869 3.91195 -0.16884
H 5.38044 5.50739 -0.93049
H 3.80830 4.71997 -0.77677
H 6.12488 3.69562 -2.50258
H 4.69205 4.52722 -3.11529
H 3.48039 2.74498 -2.27092
C -2.07850 -0.80363 2.33098
C -1.37661 -2.02221 1.77069
O -0.32078 -1.67860 0.86987
H -2.48756 -0.19302 1.52558
H -2.89728 -1.09755 2.98843
H -1.38197 -0.18571 2.90409
H -2.06699 -2.63051 1.18758
H -0.98298 -2.64370 2.58152
H 0.31973 -1.14839 1.35670
C -5.84027 -1.22626 6.04199
C -5.22350 -0.40916 4.92481
O -5.54571 -0.93015 3.63527
H -5.51317 -2.26322 5.98810
H -5.55527 -0.83213 7.01891
H -6.93133 -1.21053 5.97882
H -4.13526 -0.43635 4.98655
H -5.53428 0.63900 4.99113
H -6.50360 -0.89655 3.54135
C -2.47174 -3.88424 6.84344
C -3.44686 -4.16616 7.97334
O -4.78943 -4.22897 7.50016
H -2.73794 -2.95204 6.34358
H -1.44660 -3.79789 7.19919
H -2.51498 -4.68753 6.10277
H -3.43589 -3.35964 8.70557
H -3.18243 -5.09499 8.49094
H -4.84348 -4.93593 6.84819
C -2.00448 3.72448 -4.09575
C -2.09318 2.23152 -3.84287
O -1.11768 1.50297 -4.57921
H -2.11892 3.93896 -5.15894
H -2.78072 4.25888 -3.54606
H -1.03524 4.11343 -3.77360
H -3.05592 1.84102 -4.17175
H -2.00064 2.01222 -2.77420
H -0.23534 1.79625 -4.31742
C 0.28608 -2.17312 10.78679
C -0.62637 -2.41226 9.59892
O 0.05002 -2.15800 8.36854
H 0.65853 -1.14884 10.77436
H -0.23810 -2.34344 11.72832
H 1.14530 -2.84694 10.75307
H -1.47977 -1.73571 9.62016
H -1.00697 -3.43982 9.60724
H 0.80952 -2.74920 8.32731
C 3.40936 3.33551 -5.87997
C 2.30092 4.25888 -5.42085
O 2.62642 5.63781 -5.57772
H 4.33098 3.55373 -5.33850
H 3.13735 2.29465 -5.69819
H 3.60924 3.45994 -6.94749
H 2.11460 4.13012 -4.35365
H 1.36859 4.02631 -5.94739
H 2.78703 5.80293 -6.51276
C 0.95274 0.01106 -7.23832
C 0.31786 1.18598 -7.95356
O -0.98093 0.88140 -8.45395
H 1.05627 -0.83826 -7.91603
H 1.93668 0.28405 -6.85485
H 0.34263 -0.29836 -6.38888
H 0.91164 1.48178 -8.81912
H 0.25706 2.04531 -7.27716
H -1.52109 0.65398 -7.68803
*
```


Molecular formula: C18H58O11
Method: DFT, the ωB97M-V functional and the def2-TZVPD basis

Summary:
Energy relative to the best compared isomer or geometry (same formula, charge and spin), kcal per mole: 78.9
F_max, Eh/bohr: 0.0171
Kohn-Sham gap, eV: 9.78
SMILES: CC(C)O.CC(C)O.CC(C)O.CCO.CO.CO.CO.CO.CO.CO.CO

```
! wB97M-V def2-TZVPD RIJCOSX def2/J DEFGRID3
* xyz 0 1
C -2.27932 -1.87732 5.13670
C -2.19298 -2.63440 3.83100
C -0.87272 -2.41431 3.13564
O -2.32334 -4.04854 4.04425
H -2.16244 -0.80833 4.96599
H -1.52387 -2.24778 5.83292
H -3.25943 -2.03296 5.60248
H -2.99223 -2.28565 3.16648
H -0.72330 -1.35958 2.90809
H -0.84062 -2.97955 2.20073
H -0.03357 -2.74712 3.75574
H -3.04107 -4.19880 4.66512
C 1.98937 1.82704 -4.20960
C 2.88311 0.63735 -3.85246
C 3.73505 0.20043 -5.03920
O 3.73897 0.96225 -2.74998
H 1.53629 2.17246 -3.27875
H 1.21162 1.51166 -4.90293
H 2.56038 2.64876 -4.64588
H 2.25490 -0.18691 -3.51247
H 4.25251 -0.72965 -4.80162
H 4.45080 0.99149 -5.25712
H 3.12280 -0.00003 -5.92091
H 4.28987 1.70620 -3.01720
C -3.79753 1.79681 3.34767
C -2.53786 1.70178 2.51601
C -1.28257 2.00508 3.33090
O -2.49706 0.38506 1.97852
H -3.85235 2.75994 3.85182
H -3.81581 0.97531 4.06859
H -4.68406 1.67152 2.72298
H -2.60581 2.42072 1.68475
H -0.40678 2.04615 2.67780
H -1.11329 1.21727 4.06933
H -1.37403 2.95027 3.86891
H -1.66489 0.27817 1.48883
C -1.26750 3.36266 -1.49442
C -0.17404 4.25931 -2.02557
O -0.35776 4.41436 -3.42419
H -2.23291 3.86268 -1.49895
H -1.01903 3.03066 -0.48487
H -1.33319 2.47104 -2.12144
H 0.79560 3.80083 -1.80233
H -0.23264 5.21233 -1.48312
H 0.36690 4.94447 -3.76827
C -1.34375 0.37694 -3.93927
O -1.30747 -1.05442 -3.97463
H -0.44065 0.72935 -3.43737
H -1.33667 0.80361 -4.94573
H -2.23982 0.68961 -3.41613
H -0.63456 -1.35135 -4.59162
C -3.15062 -2.91497 -1.51127
O -3.54870 -1.97810 -2.49047
H -4.04649 -3.40152 -1.12392
H -2.50686 -3.70248 -1.91951
H -2.64168 -2.43737 -0.66545
H -2.78319 -1.74435 -3.02377
C 1.81553 -0.03027 4.26553
O 2.68334 0.82542 4.99425
H 1.01048 -0.33087 4.93584
H 1.38209 0.47992 3.40216
H 2.31329 -0.95112 3.94449
H 3.33448 1.18322 4.38432
C -0.33001 -0.42928 -0.77265
O -0.12870 -0.01444 0.56320
H 0.53269 -0.18085 -1.40778
H -0.48389 -1.51168 -0.84079
H -1.20915 0.07248 -1.16762
H 0.68820 -0.42164 0.89558
C 2.37496 -2.72793 1.15317
O 2.25954 -1.31008 1.07573
H 3.25373 -3.01555 1.73419
H 1.48205 -3.08911 1.65672
H 2.42760 -3.18071 0.16107
H 2.92949 -0.96545 0.47740
C 2.41542 2.64540 0.76431
O 3.19350 3.40323 1.69393
H 1.84535 3.29946 0.10045
H 3.10680 2.08627 0.12882
H 1.77363 1.90490 1.24708
H 2.59731 3.81198 2.32600
C 0.97558 -3.53423 -2.82385
O 0.65745 -4.66792 -2.03049
H 0.60950 -3.64499 -3.85165
H 0.49046 -2.66298 -2.39046
H 2.05366 -3.33898 -2.84810
H 1.23185 -5.39231 -2.29166
*
```


Molecular formula: C18H60FeO21
Method: DFT, the ωB97M-V functional and the def2-TZVPD basis

Summary:
Energy relative to the best compared isomer or geometry (same formula, charge and spin), kcal per mole: 0.0
F_max, Eh/bohr: 0.0418
<S²>: 6.01
Kohn-Sham gap (spin up / spin down), eV: 7.25 / 7.09

```
! wB97M-V def2-TZVPD RIJCOSX def2/J DEFGRID3
* xyz 0 5
Fe -1.89980 4.30527 0.54846
C 0.03373 0.82150 1.70250
C 0.63642 -0.18907 0.93274
C 0.62251 -0.09724 -0.57234
O 1.29147 -0.87609 -1.26001
C -0.06510 0.96255 -1.21422
C -0.78214 1.86290 -0.47180
C -0.54515 1.87682 1.04958
O -1.01611 2.89089 1.67072
O -1.42489 2.87859 -0.90617
O 1.18715 -1.13813 1.51069
H 0.08435 0.82263 2.77748
H -0.02545 0.93941 -2.29422
C -1.75196 -0.56213 -4.04574
C -3.02306 0.07635 -3.53600
O -3.62551 0.83161 -4.57568
H -1.90290 -1.41118 -4.71601
H -1.22286 -1.02584 -3.20852
H -1.11920 0.15990 -4.55897
H -2.75360 0.69329 -2.66811
H -3.71462 -0.69097 -3.17018
H -4.44461 1.22687 -4.26775
C 3.91743 -4.04402 1.68640
C 3.69418 -2.99404 0.63521
O 2.54619 -3.35184 -0.15518
H 4.77116 -3.77185 2.31658
H 4.19341 -5.00426 1.24316
H 3.05845 -4.22205 2.33167
H 4.52301 -2.93361 -0.07577
H 3.49474 -2.00424 1.04978
H 1.94736 -2.59648 -0.20689
C -1.29177 -5.04082 0.99532
C -1.85030 -3.78821 1.64720
O -1.79441 -4.02500 3.06662
H -0.32833 -5.28790 1.44911
H -0.99561 -4.79670 -0.03062
H -1.94783 -5.90566 1.02258
H -2.88250 -3.60625 1.34471
H -1.17940 -2.96479 1.37724
H -2.21827 -3.32407 3.57847
C 5.19189 0.46601 -1.28344
C 4.41467 1.75571 -1.40378
O 3.14084 1.64375 -0.76565
H 6.08749 0.44625 -1.90904
H 4.60246 -0.38022 -1.65121
H 5.44280 0.28120 -0.24040
H 4.29442 2.09802 -2.43724
H 4.90861 2.56837 -0.86748
H 2.64301 0.96785 -1.24115
C -3.74326 -0.17901 1.92988
C -3.46459 0.61798 3.17992
O -4.29454 1.82056 3.19490
H -2.98115 -0.94106 1.78048
H -3.79126 0.43990 1.02911
H -4.75724 -0.58503 1.99482
H -2.41815 0.93825 3.18493
H -3.59167 0.06465 4.10799
H -4.73020 1.81889 4.05032
C 2.31359 -2.51229 -5.03761
C 2.69985 -1.17839 -4.44185
O 1.62513 -0.24830 -4.32097
H 1.95310 -2.43214 -6.06537
H 1.49887 -2.94518 -4.45225
H 3.16973 -3.18712 -5.07079
H 3.49849 -0.72811 -5.04322
H 3.15920 -1.27494 -3.45103
H 1.29248 -0.39132 -3.42633
O 0.71729 -2.94575 3.57755
H 0.99687 -2.32594 2.88693
H 0.01979 -3.47662 3.15491
O -3.76502 3.62596 1.32058
H -4.52544 4.20581 1.43063
H -3.82765 2.96103 2.05688
O -0.25424 1.10119 5.12526
H 0.39811 0.61455 5.64240
H 0.25054 1.79552 4.68028
O 3.34697 -0.22691 3.50137
H 2.80544 -0.17672 2.70392
H 3.09160 -1.06672 3.89876
O -1.59156 -1.39132 4.89101
H -0.78755 -1.91422 4.74408
H -1.33787 -0.46262 4.74321
O -0.15415 3.57827 -3.23677
H -0.64565 3.54213 -2.39324
H 0.57698 2.96066 -3.12517
O -0.01428 5.15745 -0.13486
H -0.07683 5.58035 -1.00279
H 0.89562 5.29038 0.15552
O 0.19352 -3.73647 -2.10928
H 1.05885 -4.15556 -2.02499
H 0.31786 -2.87910 -1.68519
O 0.19593 4.07403 4.26882
H 0.33505 4.85261 4.81689
H -0.08634 4.40929 3.41040
O -2.99477 3.81292 -3.22059
H -3.60753 4.07405 -3.91526
H -2.26719 3.36155 -3.68017
O -3.02223 5.36797 -0.92359
H -3.68805 5.99850 -1.21149
H -2.91486 4.75329 -1.69159
*
```


Molecular formula: C18H60N10O12
Method: DFT, the ωB97M-V functional and the def2-TZVPD basis

Summary:
Energy relative to the best compared isomer or geometry (same formula, charge and spin), kcal per mole: 212.4
F_max, Eh/bohr: 0.2038
Kohn-Sham gap, eV: 7.73
SMILES: NC(N)=O.NC(N)=O.NC(N)=O.NC(N)=O.NC(N)=O.CC(C)O.CC(C)O.CC(C)O.CO.CO.CO.CO

```
! wB97M-V def2-TZVPD RIJCOSX def2/J DEFGRID3
* xyz 0 1
N -3.15220 -1.39985 4.37219
C -2.50053 -0.29370 4.01803
N -1.96895 -0.37040 2.84249
O -2.39454 0.73800 4.86571
H -3.63739 -1.36736 5.32043
H -3.05995 -2.35959 3.95390
H -1.51116 0.49491 2.42847
H -2.12533 -1.14446 2.26535
N 4.04170 -0.32873 -0.59640
C 4.13924 -1.35959 -1.38625
N 3.64005 -1.13134 -2.55510
O 4.56790 -2.60293 -0.93693
H 4.29666 -0.37979 0.40805
H 3.75790 0.61812 -0.93014
H 3.68910 -1.89090 -3.21865
H 3.32711 -0.16179 -2.71596
N -0.74645 1.99002 2.31625
C -1.71855 2.86313 2.43574
N -2.48631 2.93696 1.42287
O -1.95799 3.49905 3.63628
H -0.18094 1.80020 3.20513
H -0.43842 1.51243 1.42497
H -3.34989 3.52099 1.47107
H -2.59385 2.16185 0.78237
N -0.54653 -0.37925 -4.77746
C 0.32513 -1.20170 -4.30246
N -0.15423 -1.64340 -3.22421
O 1.47698 -1.66395 -4.84445
H -0.32923 0.10145 -5.69948
H -1.44226 -0.13335 -4.31112
H 0.46405 -2.25328 -2.67626
H -0.98778 -1.36917 -2.75239
N 0.62821 -0.60011 3.64150
C 1.09525 0.40114 4.35856
N 0.21494 1.29534 4.76616
O 2.48107 0.51291 4.53259
H 1.26171 -1.31360 3.40500
H -0.43824 -0.68730 3.48767
H -0.82159 1.21272 4.86163
H 0.66647 2.09865 5.18093
C -1.65125 2.47512 -4.12801
C -0.80845 2.30248 -2.90890
C -1.44157 3.07047 -1.75607
O -0.50200 1.14994 -2.50303
H -2.09082 3.42864 -4.30643
H -2.48049 1.75217 -4.09440
H -1.01045 2.24323 -4.96573
H 0.10134 2.78886 -3.24133
H -0.91093 3.04567 -0.81520
H -2.42334 2.72246 -1.54451
H -1.50860 4.15656 -2.00930
H -0.32310 0.61655 -3.25687
C -2.08751 -2.62722 -0.96236
C -2.04085 -3.04142 0.48004
C -0.61037 -3.37656 0.91586
O -2.67921 -2.34257 1.30838
H -1.49240 -3.36777 -1.54586
H -1.65082 -1.72069 -1.26482
H -3.08700 -2.55186 -1.32541
H -2.62404 -4.01893 0.57758
H 0.01072 -2.58897 1.29482
H -0.04472 -3.77627 0.00984
H -0.59217 -4.08027 1.74325
H -3.60631 -2.29422 1.00913
C 1.80833 3.54743 -0.50227
C 1.87020 3.77301 0.95850
C 2.60932 2.55272 1.59970
O 2.43885 4.82623 1.24899
H 2.78730 3.73760 -1.05060
H 1.03219 4.24721 -0.71866
H 1.45756 2.55915 -0.76209
H 0.87810 3.73232 1.39400
H 2.67131 2.67846 2.64376
H 3.57467 2.50824 1.18863
H 1.93135 1.68326 1.48774
H 1.92054 5.55603 0.87621
C 0.82001 -0.23937 -0.02476
O -0.28660 0.65559 0.10588
H 1.29534 -0.49932 0.92380
H 1.48304 0.19476 -0.70748
H 0.55759 -1.10876 -0.56119
H -0.64649 0.75048 -0.76390
C 2.15003 -3.95968 -2.77073
O 1.69783 -3.12152 -1.78239
H 3.20731 -3.98706 -2.93510
H 1.57254 -3.65123 -3.65629
H 1.77257 -4.94229 -2.43550
H 2.29913 -2.38431 -1.72038
C 2.53700 -3.17790 1.44188
O 2.49204 -2.46246 2.63114
H 2.42824 -2.38442 0.64990
H 1.73136 -3.81856 1.36797
H 3.44444 -3.73527 1.34801
H 3.35238 -1.94875 2.58854
C -3.62334 0.19460 -0.76754
O -4.23486 1.40667 -0.61622
H -4.32515 -0.49649 -1.28133
H -3.27343 -0.22124 0.22394
H -2.70440 0.31550 -1.37644
H -4.70311 1.53167 -1.43246
*
```